A) ORCA calculation (ωB97M-V/def2-TZVPD) on 11 unconnected molecules or ions with the total composition C11H44O11.

Structure (XYZ):
```
66
C11H44O11 ωB97M-V/def2-TZVPD
C 3.62 -5.05 2.96
O 2.28 -5.08 2.49
H 4.19 -4.16 2.71
H 3.68 -5.04 4.05
H 4.26 -5.84 2.56
H 2.02 -6.00 2.37
C -3.46 -6.09 -0.69
O -4.76 -6.25 -1.30
H -3.59 -6.04 0.39
H -2.80 -6.93 -0.94
H -2.97 -5.21 -1.10
H -4.95 -7.18 -1.45
C 6.90 -1.50 -1.37
O 6.26 -0.99 -2.49
H 6.78 -0.81 -0.54
H 6.47 -2.46 -1.08
H 7.96 -1.69 -1.57
H 6.90 -0.36 -2.83
C 0.55 0.12 -0.14
O -0.19 -0.54 0.86
H 0.06 1.07 -0.34
H 1.61 0.21 0.06
H 0.42 -0.34 -1.12
H 0.25 -1.38 0.98
C -5.42 0.75 2.59
O -4.32 0.93 3.40
H -5.34 -0.17 2.02
H -6.27 0.66 3.27
H -5.61 1.62 1.95
H -3.55 0.93 2.83
C 5.25 5.94 2.14
O 4.74 4.81 1.44
H 5.33 6.82 1.50
H 4.57 6.20 2.95
H 6.22 5.76 2.60
H 4.99 4.01 1.92
C -2.94 1.84 -5.03
O -4.09 2.31 -5.73
H -2.91 2.33 -4.06
H -2.94 0.76 -4.86
H -2.05 2.15 -5.57
H -4.00 3.25 -5.90
C -3.82 -5.03 5.77
O -4.84 -5.88 5.23
H -3.13 -4.63 5.03
H -4.27 -4.29 6.43
H -3.20 -5.68 6.39
H -4.54 -6.77 5.45
C -3.91 6.40 0.36
O -5.19 6.74 0.81
H -3.56 5.45 0.77
H -4.01 6.23 -0.71
H -3.23 7.23 0.51
H -5.03 7.17 1.65
C 1.38 7.77 -1.94
O 1.61 6.38 -2.01
H 1.64 8.15 -0.96
H 2.07 8.24 -2.64
H 0.37 8.10 -2.18
H 2.26 6.15 -1.34
C 2.55 -4.52 -4.43
O 2.74 -3.24 -4.90
H 3.49 -5.00 -4.67
H 2.43 -4.48 -3.35
H 1.73 -5.07 -4.88
H 3.32 -2.80 -4.28
```

Values from the calculation:
**SMILES**: CO.CO.CO.CO.CO.CO.CO.CO.CO.CO.CO
**Kohn-Sham gap**: 10.1 eV
**Highest occupied orbital energy**: -10.039 eV
**LUMO level**: 0.11 eV


B) ORCA calculation (ωB97M-V/def2-TZVPD) on a molecular structure, C11H44O11.

Structure (XYZ):
```
66
C11H44O11 ωB97M-V/def2-TZVPD
C -1.48 -2.05 -2.56
O -1.20 -2.51 -1.31
H -2.44 -2.45 -2.86
H -1.43 -0.97 -2.69
H -0.69 -2.39 -3.24
H -0.83 -3.39 -1.38
C 0.68 3.18 -0.44
O -0.15 3.64 -1.50
H 1.59 2.77 -0.86
H 0.97 4.07 0.11
H 0.26 2.49 0.29
H -0.54 2.88 -1.93
C 1.83 0.94 -2.71
O 1.40 -0.22 -2.04
H 2.33 0.64 -3.63
H 0.96 1.56 -2.94
H 2.55 1.50 -2.12
H 1.04 0.01 -1.19
C -3.69 -1.97 -0.09
O -2.50 -1.27 -0.39
H -4.19 -2.31 -1.00
H -3.58 -2.81 0.59
H -4.40 -1.29 0.40
H -1.89 -1.82 -0.89
C 0.72 0.61 2.53
O 0.88 1.53 1.44
H -0.18 0.91 3.07
H 0.62 -0.44 2.26
H 1.58 0.73 3.19
H 1.08 2.41 1.76
C -1.39 1.02 -2.54
O -1.23 2.41 -2.82
H -1.33 0.44 -3.46
H -0.62 0.73 -1.83
H -2.34 0.82 -2.05
H -1.91 2.72 -3.43
C -2.86 -0.76 2.54
O -2.78 0.18 1.48
H -1.86 -1.02 2.91
H -3.43 -0.50 3.43
H -3.24 -1.70 2.14
H -2.77 -0.29 0.65
C -1.06 -3.48 1.75
O -0.14 -3.94 2.68
H -0.65 -2.90 0.92
H -1.60 -4.34 1.37
H -1.79 -2.81 2.22
H 0.22 -3.18 3.13
C 3.27 -0.26 1.40
O 4.68 0.11 1.33
H 2.81 -0.25 0.41
H 3.20 -1.26 1.80
H 2.77 0.33 2.17
H 4.67 1.02 1.00
C 2.99 2.34 0.41
O 4.34 2.03 0.71
H 2.46 2.94 1.15
H 2.95 3.05 -0.42
H 2.43 1.44 0.16
H 4.93 2.75 0.49
C -0.23 -0.52 0.00
O 0.79 0.42 -0.24
H -1.09 -0.14 0.55
H -0.56 -0.83 -0.99
H 0.07 -1.44 0.52
H 0.99 0.87 0.58
```

Values from the calculation:
**Kohn-Sham gap**: 8.8 eV
**Highest occupied orbital energy**: -8.507 eV
**LUMO level**: 0.25 eV


A) is preferred energetically. Next in line: 0.4747 hartree higher.


A) ORCA calculation (ωB97M-V/def2-TZVPD) on a single C6H4O molecule.

Structure (XYZ):
```
11
C6H4O ωB97M-V/def2-TZVPD
C -0.12 1.76 -0.45
C 0.34 1.35 0.76
C -0.94 -0.42 -1.65
C -0.66 0.69 -1.26
C 0.37 -0.01 1.13
C 0.31 -1.19 0.85
O 0.38 -2.49 1.00
H -0.08 2.78 -0.60
H 0.73 1.95 1.47
H -1.36 -1.35 -1.88
H 1.02 -3.07 0.62
```

Values from the calculation:
**SMILES**: C#C/C=C\C#CO
**Kohn-Sham gap**: 9.1 eV
**Highest occupied orbital energy**: -8.638 eV
**LUMO level**: 0.43 eV


B) ORCA calculation (ωB97M-V/def2-TZVPD) on a single C6H4O molecule.

Structure (XYZ):
```
11
C6H4O ωB97M-V/def2-TZVPD
C 2.79 -0.04 -0.23
C 1.76 0.13 0.38
C 0.35 0.07 0.56
C -0.60 1.01 0.28
C -1.72 0.28 -0.23
C -1.38 -1.03 -0.16
O -0.14 -1.18 0.34
H 3.60 -0.20 -0.91
H -0.48 2.08 0.34
H -2.61 0.69 -0.68
H -1.86 -1.95 -0.46
```

Values from the calculation:
**SMILES**: C#Cc1ccco1
**Kohn-Sham gap**: 9.5 eV
**Highest occupied orbital energy**: -8.491 eV
**LUMO level**: 1.00 eV


B) is preferred energetically. Next in line: 0.0948 hartree higher.